The following is a quantum chemistry calculation of a 8-piece molecular cluster, C45H62F2N2O19 overall at a distorted geometry, from the Open Molecules 2025 dataset.

Its structure (SMILES) is CCCCCCC1=CC(=O)C(CCC(N)=O)=C(N(C(=O)F)C(=O)F)C1=O.O=C1CCCO1.O=C1CCCO1.O=C1CCCO1.O=C1CCCO1.O=C1CCCO1.O=C1CCCO1.O=C1CCCO1.

The geometry in ORCA input format:
```
! RIJCOSX wB97M-V def2-TZVPD def2/J DEFGRID3
* xyz 0 1
C 4.80529 -2.68248 3.15452
C 5.47782 -1.87069 4.40978
C 5.62898 -0.22878 4.13822
C 4.14699 0.28494 3.69095
C 3.93219 1.88973 3.61230
C 2.51179 2.49682 4.10598
C 1.12700 1.75884 3.70558
C -0.09528 2.30616 4.45078
C -1.56506 1.93365 3.84980
O -2.34655 3.03446 3.93737
C -1.76236 1.06560 2.50230
C -3.23618 0.59140 1.88452
C -4.54178 1.25056 2.58107
C -4.81408 0.65911 4.12974
N -4.45077 1.48214 5.34796
O -5.37454 -0.56791 4.30319
C -0.54692 0.67654 1.67686
N -0.58629 0.20235 0.24967
C 0.75501 -0.34987 -0.25118
O 0.71487 -1.62281 -0.66057
F 2.04420 0.34262 -0.29696
C -0.60669 1.51585 -0.55278
O -0.80665 2.73006 -0.07501
F -0.39571 1.46792 -2.01330
C 0.79978 0.69513 2.59165
O 1.26367 -0.56790 2.80174
H 3.62385 -2.58566 3.29476
H 5.03908 -2.03602 2.17939
H 5.14383 -3.79611 3.03935
H 6.48832 -2.37193 4.71828
H 4.73351 -1.98770 5.32729
H 5.97945 0.21273 5.18894
H 6.42160 -0.07266 3.29051
H 3.84456 -0.13444 2.61259
H 3.36422 -0.15441 4.46889
H 4.25723 2.28052 2.53153
H 4.74362 2.38370 4.34288
H 2.42028 3.47714 3.46427
H 2.52088 2.85045 5.22834
H 0.00215 3.11392 5.30026
H -3.26642 0.33080 0.75834
H -3.25179 -0.49924 2.39533
H -5.48435 0.92657 1.94124
H -4.48624 2.41712 2.56057
H -4.77353 2.47591 5.26806
H -4.71347 1.03927 6.25043
O -5.15976 3.70468 -5.10359
C -4.04644 3.23770 -4.92860
C -2.79932 3.67626 -5.63468
C -1.85245 2.54063 -5.33944
C -2.34647 2.03660 -4.00872
O -3.75556 2.26040 -4.02060
H -2.45404 4.61780 -5.19867
H -2.97171 3.78618 -6.70781
H -0.80126 2.84042 -5.32293
H -1.96932 1.75819 -6.09914
H -1.91227 2.58799 -3.16812
H -2.14363 0.96994 -3.87560
O 8.02743 -2.96696 6.48053
C 7.81103 -4.16744 6.49528
C 8.84586 -5.23905 6.33116
C 8.00071 -6.45321 6.03972
C 6.71835 -6.14500 6.76736
O 6.58343 -4.72581 6.70836
H 9.40186 -5.34531 7.26679
H 9.52082 -5.01184 5.50278
H 8.46058 -7.39288 6.35704
H 7.80938 -6.51720 4.96161
H 6.75352 -6.44914 7.81874
H 5.85482 -6.61764 6.29032
O -1.04451 7.22743 -2.48860
C -2.24913 7.05199 -2.40924
C -2.93634 6.18572 -1.39757
C -4.31128 6.02958 -1.99636
C -4.48093 7.30993 -2.77150
O -3.17013 7.65904 -3.21388
H -2.96718 6.71120 -0.43907
H -2.43149 5.22233 -1.29544
H -5.09665 5.86911 -1.25299
H -4.31720 5.17563 -2.68465
H -4.86820 8.12403 -2.14987
H -5.13918 7.17968 -3.63543
O -0.82214 5.27169 7.71579
C -1.94948 4.93138 8.03434
C -2.87010 4.08903 7.20422
C -4.20024 4.31695 7.87668
C -3.80580 4.58756 9.30500
O -2.53644 5.23469 9.22918
H -2.55479 3.04399 7.26967
H -2.88302 4.42570 6.16504
H -4.89257 3.47726 7.77297
H -4.68007 5.20594 7.44951
H -3.69423 3.66672 9.88706
H -4.52333 5.24112 9.80960
O 1.51988 -7.07797 -3.86288
C 1.07067 -5.97310 -3.60665
C -0.37874 -5.59384 -3.64588
C -0.31206 -4.08755 -3.63861
C 0.96408 -3.81740 -2.88535
O 1.82536 -4.91085 -3.19893
H -0.87448 -5.98354 -2.75247
H -0.86030 -5.96971 -4.55155
H -1.18724 -3.61297 -3.18696
H -0.22057 -3.71910 -4.66763
H 0.80998 -3.79381 -1.80144
H 1.43121 -2.87879 -3.19748
O 1.70979 -5.71982 -8.77358
C 2.79656 -5.87951 -8.24292
C 3.01776 -6.39850 -6.85443
C 4.45476 -6.01941 -6.60002
C 5.05154 -6.04123 -7.98288
O 3.99418 -5.64658 -8.85581
H 2.87630 -7.48284 -6.85141
H 2.34379 -5.91764 -6.14172
H 4.96577 -6.68579 -5.90006
H 4.49949 -5.00203 -6.19266
H 5.38993 -7.04122 -8.27388
H 5.88792 -5.34253 -8.07738
O -2.84451 0.91607 -8.45148
C -4.04913 0.74063 -8.37212
C -4.73634 -0.12565 -7.36045
C -6.11128 -0.28178 -7.95924
C -6.28093 0.99857 -8.73438
O -4.97013 1.34768 -9.17676
H -4.76718 0.39984 -6.40194
H -4.23149 -1.08903 -7.25832
H -6.89665 -0.44225 -7.21587
H -6.11720 -1.13574 -8.64752
H -6.66820 1.81267 -8.11275
H -6.93918 0.86832 -9.59831
*
```

The following is a quantum chemistry calculation of a 2-piece molecular cluster, CH7NP2 overall at a distorted geometry, from the Open Molecules 2025 dataset.

Its structure (SMILES) is N#[PH]P.C.

The geometry in ORCA input format:
```
! RIJCOSX wB97M-V def2-TZVPD def2/J DEFGRID3
* xyz 0 1
N 0.16141 -0.68034 0.41126
P 1.07855 0.36387 0.88951
P 1.81666 0.87775 3.01448
H 1.97022 1.47829 0.12737
H 3.18184 0.86963 2.64657
H 1.96564 -0.41674 3.55084
C -0.57901 1.28909 -1.96097
H -1.16745 1.34776 -1.06694
H -0.67452 0.29993 -2.40935
H 0.50360 1.37439 -1.61926
H -1.03549 1.98692 -2.58407
*
```

The following is a quantum chemistry calculation of one molecule with the formula C4H8N2S2, from the Open Molecules 2025 dataset.

Its structure (SMILES) is C=NS/C=N/SCC.

The geometry in ORCA input format:
```
! RIJCOSX wB97M-V def2-TZVPD def2/J DEFGRID3
* xyz 0 1
C -1.21380 -3.77081 2.12223
N -0.78245 -2.60105 1.86641
S -0.80589 -2.09369 0.24888
C -0.15535 -0.47639 0.53331
N 0.08545 0.29003 -0.43724
S 0.68939 1.88392 -0.14899
C 0.80772 2.36277 -1.90406
C 1.25897 3.84496 -1.93603
H -1.20169 -4.12345 3.13468
H -1.65947 -4.44714 1.37911
H -0.05621 -0.28324 1.61992
H -0.18351 2.22575 -2.32604
H 1.50557 1.67876 -2.43880
H 0.61716 4.49942 -1.34137
H 2.29054 3.97968 -1.54567
H 1.24536 4.24053 -2.97701
*
```

The following is a quantum chemistry calculation of C16H37MgO11S4 as an isolated structure at a distorted geometry, from the Open Molecules 2025 dataset.

The geometry in ORCA input format:
```
! RIJCOSX wB97M-V def2-TZVPD def2/J DEFGRID3
* xyz 1 1
Mg 1.70422 0.74854 -0.93705
O 0.09145 0.35589 -0.14334
H -0.73127 0.63945 0.26331
C -2.78494 1.81238 1.36977
C -4.12697 1.26112 1.77104
C -4.58510 0.03483 0.94736
O -5.05621 -0.88284 1.94021
C -4.66289 -0.46587 3.17974
O -4.85319 -1.06598 4.17424
O -4.03422 0.73013 3.09853
H -2.84348 2.45013 0.48880
H -2.10156 0.97967 1.19122
H -2.36425 2.43708 2.15985
H -4.91889 2.01245 1.75192
H -3.73668 -0.42682 0.43565
H -5.38735 0.26912 0.25652
C -1.98544 -2.17919 2.86060
C -2.07747 -2.97261 1.58509
C -1.14687 -2.51603 0.46924
O -0.82210 -3.74066 -0.20083
C -1.11825 -4.78488 0.62458
O -0.97104 -5.92103 0.34183
O -1.57119 -4.31478 1.81846
H -0.98503 -2.24677 3.29543
H -2.69648 -2.52268 3.60959
H -2.16754 -1.11459 2.67752
H -3.11662 -3.07188 1.26218
H -0.21631 -2.13293 0.88414
H -1.62518 -1.78693 -0.17429
C 1.79041 -0.50718 2.54475
S 2.71245 0.96909 2.19238
O 2.76063 1.08813 0.70431
C 1.46915 2.09067 2.75633
H 1.77931 -0.67005 3.62563
H 2.30483 -1.34344 2.08015
H 0.77404 -0.40933 2.16921
H 1.83733 3.10975 2.68350
H 1.29865 1.82257 3.80264
H 0.55461 1.96301 2.17980
C 0.38757 1.42734 -5.17980
S 1.04360 0.08922 -4.17712
O 1.21711 0.72375 -2.82819
C 2.68935 -0.00109 -4.87165
H 0.74871 2.37441 -4.78150
H -0.69349 1.34937 -5.06850
H 0.65517 1.35859 -6.23167
H 2.66686 0.08085 -5.95708
H 3.13695 -0.96072 -4.61942
H 3.27025 0.81543 -4.44225
C 0.30246 4.76303 -0.10740
S 0.64535 3.79268 -1.57768
O 1.60044 2.73871 -1.12839
C -0.92361 2.96035 -1.68436
H 1.27332 5.13063 0.22723
H -0.13579 4.12575 0.65487
H -0.29677 5.61855 -0.41229
H -1.02301 2.22772 -0.88858
H -0.92133 2.33989 -2.58240
H -1.75386 3.66353 -1.72938
C 3.50602 -3.19439 0.18106
S 3.08500 -2.40870 -1.36869
O 2.32073 -1.16491 -1.05141
C 4.74925 -1.92263 -1.79940
H 2.59407 -3.40309 0.73277
H 4.21975 -2.58730 0.73530
H 3.98643 -4.14192 -0.07202
H 5.27675 -2.82341 -2.11587
H 5.26911 -1.44966 -0.96679
H 4.71301 -1.21954 -2.62941
*
```

The following is a quantum chemistry calculation of a 2-piece molecular cluster, H2 overall at a distorted geometry, from the Open Molecules 2025 dataset.

The geometry in ORCA input format:
```
! RIJCOSX wB97M-V def2-TZVPD def2/J DEFGRID3
* xyz 0 1
H 0.00000 0.00000 1.15670
H 0.00000 0.00000 -1.15670
*
```

The following is a quantum chemistry calculation of an isolated ion of composition C7H9N2O and charge +1 at a distorted geometry, from the Open Molecules 2025 dataset.

Its structure (SMILES) is C=C[n+]1ccn(C)c1C=O.

The geometry in ORCA input format:
```
! RIJCOSX wB97M-V def2-TZVPD def2/J DEFGRID3
* xyz 1 1
C -3.02698 -1.12831 -0.05213
C -1.68874 -1.24428 -0.11116
N -0.76700 -0.26518 0.12066
C -0.87550 1.04266 -0.01983
C 0.35017 1.64754 -0.11549
N 1.26356 0.63931 0.06510
C 2.68042 0.92418 -0.00773
C 0.67409 -0.56384 0.10052
C 1.28038 -1.88703 -0.06097
O 2.47786 -1.98264 -0.11634
H -3.49732 -2.09528 -0.16576
H -3.67324 -0.29257 0.23740
H -1.24517 -2.32869 -0.14247
H -1.82672 1.55226 -0.23125
H 0.72210 2.68995 -0.11959
H 3.05919 1.54086 0.76036
H 3.17530 0.09482 0.26899
H 2.99255 1.39415 -0.86550
H 0.51362 -2.74957 -0.15762
*
```

The following is a quantum chemistry calculation of a 2-piece molecular cluster, C32H25F6NO2 overall at a distorted geometry, from the Open Molecules 2025 dataset.

The geometry in ORCA input format:
```
! RIJCOSX wB97M-V def2-TZVPD def2/J DEFGRID3
* xyz 0 1
F -0.25879 -3.67974 5.74818
C 0.01326 -2.34524 5.69297
F 0.12981 -1.90695 6.97847
F 1.25813 -2.21943 5.11233
C -0.99497 -1.56749 4.87461
C -0.96911 -0.17221 4.88564
C -1.87175 0.53746 4.10681
C -2.83920 -0.11682 3.32868
C -3.91993 0.64936 2.70420
C -4.34551 0.29928 1.34985
C -3.61511 -0.59612 0.53386
C -4.03639 -0.92456 -0.74356
C -5.17303 -0.31228 -1.25416
C -5.62640 -0.64180 -2.64057
F -6.71687 0.08612 -3.01352
F -4.63586 -0.37308 -3.54741
F -5.95469 -1.96192 -2.77857
C -5.83223 0.67791 -0.53516
C -5.42660 0.98105 0.75427
C -2.75555 -1.51943 3.23109
C -1.82513 -2.23301 3.98803
H -0.29094 0.35066 5.54849
H -1.90298 1.63084 4.20142
H -3.93062 1.70827 2.87999
H -2.72706 -1.09524 0.90723
H -3.49209 -1.65924 -1.33244
H -6.68191 1.18226 -0.98997
H -6.00241 1.72251 1.30655
H -3.47155 -2.09649 2.63332
H -1.79960 -3.31944 3.92486
C -4.96871 -3.38637 6.04047
C -5.50928 -2.85575 4.74469
O -5.41012 -1.42258 4.87065
C -5.87566 -0.64509 3.85890
C -5.42740 0.82031 4.08975
N -6.32815 1.80724 3.65495
C -5.95296 3.10072 3.82363
C -6.60960 4.09280 2.94317
C -6.06761 5.35944 2.60937
C -6.80014 6.25236 1.82246
C -8.07316 5.89770 1.36029
C -8.58368 4.61406 1.61000
C -7.84465 3.71949 2.38275
C -4.95782 3.54628 4.83747
C -5.02208 4.84963 5.39208
C -4.09303 5.28702 6.34236
C -3.12008 4.40943 6.83803
C -3.06403 3.09843 6.35326
C -3.91478 2.71589 5.32153
O -6.58239 -1.03990 2.96332
H -4.91703 -4.47645 6.01406
H -3.97350 -2.98771 6.26820
H -5.64953 -3.08399 6.83634
H -4.93890 -3.20012 3.87486
H -6.56967 -3.11324 4.61174
H -5.29061 0.89959 5.19687
H -5.08423 5.64909 2.97523
H -6.38793 7.23310 1.57568
H -8.67139 6.61629 0.79580
H -9.55329 4.30267 1.21690
H -8.22476 2.72093 2.60154
H -5.79834 5.54272 5.05674
H -4.12782 6.31964 6.69627
H -2.39962 4.74612 7.58217
H -2.34053 2.38309 6.74853
H -3.71257 1.74819 4.85201
*
```

Number 1: Kohn-Sham gap 7.60 eV. Number 2: Kohn-Sham gap 8.92 eV. Number 3: Kohn-Sham gap 8.99 eV. Number 4: Kohn-Sham gap 9.48 eV. Number 5: Kohn-Sham gap 7.00 eV. Number 6: Kohn-Sham gap 8.52 eV. Number 7: Kohn-Sham gap 7.13 eV.